# 1
C31H49N7O3 | the ωB97M-V functional and the def2-TZVPD basis

Geometry as XYZ:
```
90
Properties=species:S:1:pos:R:3:forces:R:3:lowdin_charge:R:1
C 3.633967 0.391289 -4.884644 2.377 -0.434 -0.753 -0.1166
O 4.018967 0.629289 -3.628644 2.153 -0.340 5.407 -0.1558
C 3.430967 -0.078711 -2.559644 -3.513 2.318 -1.048 -0.1950
C 3.920967 0.487289 -1.257644 4.130 1.155 -0.959 -0.1438
N 3.350967 -0.176711 -0.140644 1.282 -0.857 3.343 0.0317
H 2.378967 -0.287711 -0.257644 -3.461 -0.679 -0.969 0.0371
H 3.556967 -1.200711 -0.084644 0.415 0.930 -0.063 0.2083
C 3.487967 0.500289 1.224356 -8.867 3.289 -3.148 -0.0472
C 2.532967 -0.093711 2.254356 2.056 -2.527 0.837 -0.2071
O 2.365967 0.705289 3.420356 3.112 0.353 -3.118 -0.1502
C 1.728967 -0.029711 4.381356 0.756 -1.202 1.121 -0.1148
H 2.867967 1.005289 -4.950644 -3.927 3.135 -1.991 0.0512
H 3.307967 -0.549711 -5.120644 -0.542 -2.892 -0.356 0.0727
H 4.506967 0.651289 -5.440644 0.134 0.271 -1.198 0.1061
H 3.607967 -1.092711 -2.585644 0.698 -2.589 -0.335 0.1012
H 2.223967 -0.035711 -2.622644 2.454 0.202 0.278 0.1599
H 3.777967 1.565289 -1.159644 -0.461 -0.139 -0.150 0.1314
H 5.110967 0.383289 -1.199644 -2.408 0.048 -0.211 0.1858
H 3.140967 1.674289 1.058356 0.509 -2.892 0.013 0.1985
H 4.390967 0.644289 1.445356 7.453 0.196 2.248 0.0424
H 3.069967 -1.103711 2.497356 -0.688 1.321 0.335 0.1586
H 1.596967 -0.517711 1.891356 -0.279 0.803 -0.627 0.0879
H 2.009967 0.233289 5.387356 1.100 -0.222 0.371 0.0985
H 1.746967 -1.102711 4.165356 -0.213 0.187 0.440 0.0913
H 0.839967 0.429289 4.325356 -4.533 0.288 0.222 0.0433
C 0.082967 -0.224711 -0.643644 1.224 -0.053 1.957 -0.2787
O 1.040967 -1.234711 -0.673644 0.537 0.636 0.527 -0.4497
H 0.476967 0.717289 -0.037644 -0.088 -0.449 -2.021 0.0568
H -0.555033 -0.479711 0.294356 -1.033 0.093 -2.340 0.0599
H -0.207033 -0.068711 -1.780644 -0.718 0.503 2.704 0.1128
N 0.988967 -3.019711 -2.514644 0.178 -4.996 -1.076 0.0033
C 1.305967 -4.420711 -2.403644 0.744 2.387 -2.013 -0.0639
C 1.475967 -4.778711 -3.763644 -1.070 1.165 0.884 -0.1247
C 1.052967 -3.637711 -4.569644 1.282 -2.464 -4.116 -0.1395
C 0.721967 -2.607711 -3.726644 0.935 -2.359 -3.723 -0.2052
H 0.769967 -2.275711 -2.020644 -0.712 3.327 5.968 -0.0087
H 1.608967 -4.914711 -1.461644 -0.392 0.616 -0.805 0.0932
H 1.760967 -5.758711 -4.125644 -0.006 0.210 0.025 0.0754
H 1.150967 -3.704711 -5.835644 -0.675 0.490 4.036 0.1489
H 0.230967 -1.722711 -4.036644 -0.055 1.004 0.431 0.1093
N -2.755033 -3.292711 1.033356 4.190 -3.004 4.367 0.0050
C -3.930033 -3.988711 1.418356 1.893 0.870 0.534 -0.1327
C -4.870033 -3.440711 0.652356 -2.912 1.265 -2.547 -0.1356
C -4.278033 -2.402711 -0.269644 -1.282 -2.068 1.019 -0.0669
C -2.966033 -2.476711 0.035356 -3.873 -0.884 0.969 -0.2201
H -1.715033 -3.317711 1.530356 -4.241 -0.309 -1.843 0.1473
H -4.063033 -4.728711 2.239356 0.688 0.839 -0.914 0.1163
H -5.918033 -3.810711 0.667356 0.830 0.611 -0.108 0.0909
H -4.627033 -1.787711 -1.093644 -0.544 -0.390 0.375 0.0832
H -2.286033 -1.916711 -0.364644 4.321 2.955 -2.086 0.0388
N 0.157967 -3.242711 1.302356 -0.057 -2.757 2.055 0.0286
C 0.197967 -4.630711 1.668356 -1.314 9.085 5.057 -0.0748
C -0.125033 -4.722711 2.987356 0.864 5.691 -2.636 -0.0583
C -0.260033 -3.350711 3.558356 -0.199 -3.616 -2.417 -0.0399
C -0.186033 -2.547711 2.453356 0.971 2.350 -0.610 -0.2033
H 0.511967 -2.875711 0.435356 -0.090 0.988 -0.448 0.0969
H 0.272967 -5.298711 1.028356 1.031 -6.040 -5.884 0.0283
H -0.017033 -5.664711 3.182356 -0.119 -5.226 3.280 0.0361
H -0.576033 -3.350711 4.555356 -0.376 1.301 1.150 0.0769
H -0.328033 -1.439711 2.311356 0.154 -1.392 0.588 0.1245
N -2.307033 3.183289 2.132356 1.862 -1.704 2.110 0.0011
C -1.060033 2.503289 2.518356 -6.395 5.780 2.518 -0.0627
C -0.878033 2.983289 3.739356 -6.993 3.198 -0.772 -0.0560
C -2.141033 3.925289 4.181356 2.670 -1.205 -0.413 -0.0341
C -3.018033 3.904289 3.113356 7.013 -2.860 -0.060 -0.0939
H -2.539033 3.049289 1.215356 -1.536 -0.076 -2.316 0.0023
H -0.635033 1.945289 1.837356 2.408 -2.848 -3.053 0.0271
H -0.144033 2.908289 4.336356 5.316 -0.881 4.299 -0.0035
H -2.046033 4.588289 5.083356 -0.637 -1.086 -1.012 0.0829
H -3.811033 4.333289 2.687356 -3.294 2.004 -0.508 0.0559
N 0.592967 4.804289 -0.867644 0.330 6.095 2.566 -0.0289
C 1.034967 5.305289 -2.076644 -0.327 -9.241 0.083 -0.1489
C 1.327967 4.274289 -2.986644 -3.243 -1.890 7.071 0.0132
C 0.857967 3.010289 -2.088644 1.522 3.136 -2.738 -0.0594
C 0.492967 3.469289 -0.867644 -0.851 -1.479 0.841 -0.2160
H 0.540967 5.570289 0.011356 -0.054 -3.500 -3.099 0.2445
H 1.238967 6.177289 -2.349644 1.180 7.841 -1.083 0.0220
H 1.483967 4.446289 -3.986644 0.623 -0.237 -2.079 0.0425
H 0.803967 2.036289 -2.457644 -0.075 -1.345 -0.278 0.0291
H -0.000033 2.945289 0.002356 0.942 0.670 -1.284 0.1009
N -5.072033 3.065289 0.363356 1.848 -4.221 0.734 0.0377
C -4.398033 1.765289 0.440356 -0.387 1.989 -0.393 -0.0698
C -3.271033 1.893289 -0.310644 -1.900 3.596 -0.739 -0.1005
C -3.241033 3.319289 -0.840644 1.367 -2.616 -0.701 -0.0969
C -4.356033 3.899289 -0.367644 0.669 3.157 -1.679 -0.2177
H -5.897033 3.196289 0.827356 -2.255 0.796 1.133 0.1045
H -4.668033 0.938289 1.119356 -0.255 0.833 -0.615 0.1249
H -2.547033 1.178289 -0.370644 1.841 -1.771 -0.460 0.0457
H -2.554033 3.792289 -1.591644 -0.621 -0.749 1.144 0.1083
H -4.545033 4.978289 -0.635644 -0.591 -1.487 0.756 0.1399
```
Forces are in eV/Å.

Summary:
gap between HOMO and LUMO: 7.871 eV
DFT total energy: -49496.984 eV
HOMO: -7.72 eV
energy above the lowest of the compared OMol25 structures with the same formula, charge and spin: 441.2 kJ/mol
maximum force: 10.481 eV/A


# 2
C31H49N7O3S3Tb | the ωB97M-V functional and the def2-TZVPD basis

Geometry as XYZ:
```
94
Properties=species:S:1:pos:R:3:forces:R:3:mulliken_spin:R:1
Tb -0.593471 0.490811 0.063857 -0.252 0.190 0.065 5.9404
C -0.548405 -2.872595 -4.004701 0.395 0.169 -0.050 -0.0001
N -1.649967 -2.967458 -3.071521 0.229 -0.010 0.099 -0.0003
C -2.844914 -3.642053 -3.531964 -0.380 -0.031 0.074 -0.0001
C -1.580848 -2.306383 -1.915115 -0.312 0.039 0.189 -0.0003
O -0.585364 -1.693393 -1.527848 -0.044 0.381 0.225 0.0056
C -2.835410 -2.351539 -1.049301 0.078 0.048 -0.109 -0.0018
O -2.680274 -1.404564 -0.012848 0.047 0.056 0.036 0.0116
C -3.587522 -1.625543 1.042817 0.150 0.169 0.024 0.0004
C -3.119574 -0.768764 2.212215 -0.483 -0.427 -0.109 -0.0020
O -2.315063 0.149694 2.016218 0.579 0.329 -0.387 0.0235
N -3.630016 -1.067332 3.405102 0.291 0.227 -0.113 -0.0003
C -3.119569 -0.417904 4.597459 0.260 0.305 0.083 0.0001
C -4.654105 -2.072082 3.601310 -0.175 -0.376 -0.188 0.0000
H -0.723133 -2.062485 -4.716689 0.021 -0.020 -0.036 0.0000
H -0.432424 -3.814328 -4.534830 -0.018 -0.020 -0.015 0.0000
H 0.361209 -2.664993 -3.448111 0.034 -0.008 -0.076 -0.0001
H -2.587484 -4.250643 -4.397386 -0.048 0.035 0.112 0.0000
H -3.620920 -2.929596 -3.826780 0.033 -0.021 -0.075 0.0000
H -3.250038 -4.298116 -2.760700 0.009 -0.043 -0.059 -0.0001
H -2.943577 -3.361206 -0.623613 0.004 0.131 -0.115 -0.0002
H -3.724524 -2.114309 -1.650947 0.118 -0.084 0.118 -0.0001
H -3.587216 -2.684185 1.336185 -0.015 0.150 -0.094 0.0000
H -4.607491 -1.331400 0.743112 0.122 -0.113 0.110 -0.0001
H -2.124654 -0.037064 4.380908 -0.043 0.032 0.098 0.0000
H -3.049044 -1.137968 5.412569 -0.053 -0.019 -0.099 0.0001
H -3.771584 0.404449 4.896546 0.027 0.002 0.056 0.0000
H -5.369830 -2.066354 2.780173 -0.037 -0.008 0.085 0.0000
H -5.191685 -1.851518 4.520154 -0.009 0.038 -0.038 0.0000
H -4.219721 -3.071908 3.686190 -0.021 0.027 0.044 0.0000
C 1.934559 -0.110462 -2.275923 -0.052 -0.238 -0.058 0.0064
N 1.533744 1.210488 -1.776389 -0.321 -0.088 0.067 0.0010
C 2.759257 1.940382 -1.459200 0.081 0.077 0.168 -0.0022
C 0.822930 1.935576 -2.845765 -0.266 0.030 -0.017 -0.0032
C -0.519419 1.329511 -3.195591 0.117 0.160 0.410 0.0179
C -0.809550 1.138970 -4.540869 0.005 -0.014 0.055 -0.0001
C -2.040700 0.640248 -4.928346 0.002 -0.008 -0.043 0.0000
C -2.984387 0.376647 -3.952025 -0.196 -0.119 -0.092 -0.0012
C -2.685433 0.582840 -2.612625 0.142 0.263 0.308 0.0224
C -1.435983 1.043716 -2.155276 -0.033 -0.294 -0.485 -0.0221
H 2.686836 -0.016151 -3.070370 -0.007 0.046 0.023 -0.0007
H 1.063616 -0.622228 -2.677780 0.080 -0.045 0.077 -0.0027
H 2.360304 -0.699650 -1.461066 -0.007 -0.038 -0.015 -0.0013
H 3.431420 1.991364 -2.326326 -0.093 -0.033 -0.020 0.0000
H 3.285416 1.426733 -0.657062 0.056 0.068 0.032 0.0018
H 2.524108 2.961253 -1.162347 0.001 0.032 0.102 -0.0001
H 1.450101 1.995281 -3.747489 0.072 0.006 0.102 -0.0015
H 0.658984 2.958613 -2.491807 0.088 -0.001 -0.023 -0.0010
H -0.068489 1.375019 -5.294106 0.072 0.019 -0.028 0.0002
H -2.257763 0.480415 -5.975640 -0.054 -0.019 -0.025 0.0000
H -3.958164 -0.000935 -4.234376 -0.127 0.042 -0.038 0.0002
H -3.485659 0.402306 -1.895873 0.026 -0.144 0.046 0.0002
C -3.265543 2.835817 0.564676 -0.126 -0.071 0.030 0.0059
N -1.819945 3.076266 0.503305 0.040 -0.266 0.053 -0.0004
C -1.578147 4.030962 -0.583456 0.046 -0.052 -0.235 0.0023
C -1.356866 3.651159 1.772816 0.381 -0.108 0.207 -0.0015
C 0.156257 3.521452 1.956391 -0.388 0.091 -0.196 -0.0017
N 0.623263 2.126294 2.010877 -0.041 -0.105 -0.152 0.0113
C 2.091582 2.124240 1.935921 0.221 -0.087 -0.093 0.0019
C 0.265045 1.543052 3.311399 -0.084 -0.144 0.201 0.0011
H -3.825361 3.771760 0.689265 0.036 0.009 0.006 -0.0003
H -3.501932 2.173250 1.396026 0.044 0.031 -0.007 -0.0013
H -3.590943 2.366463 -0.363027 -0.001 0.002 -0.073 -0.0029
H -2.108324 4.976107 -0.398906 0.015 -0.067 0.030 -0.0002
H -1.930366 3.603607 -1.522589 0.086 0.027 0.036 0.0006
H -0.516298 4.252304 -0.673273 0.050 -0.029 -0.042 -0.0016
H -1.871362 3.137881 2.586724 0.003 0.013 -0.004 0.0000
H -1.618271 4.719183 1.840713 -0.057 -0.136 -0.012 -0.0005
H 0.440676 4.054317 2.876596 0.053 -0.048 -0.106 0.0004
H 0.665026 4.009278 1.122263 0.015 0.030 0.040 -0.0008
H 2.461678 1.096446 1.927871 -0.026 0.006 -0.012 -0.0019
H 2.536405 2.645172 2.793936 -0.094 -0.032 0.030 -0.0001
H 2.426844 2.635141 1.036534 -0.063 -0.033 -0.013 -0.0005
H 0.665643 2.153618 4.133605 -0.027 0.014 -0.095 0.0000
H 0.679105 0.535651 3.381342 -0.107 0.131 -0.005 -0.0005
H -0.817249 1.479023 3.402156 0.053 -0.032 0.064 -0.0012
S 4.741527 -5.043390 2.087815 -0.013 -0.496 0.049 -0.0001
C 3.740406 -3.760575 1.916617 -0.350 -0.351 0.038 -0.0001
S 1.987983 -3.947374 2.088131 0.699 0.831 -0.258 -0.0002
C 1.807541 -2.233755 1.692478 0.757 -0.929 0.067 -0.0012
N 2.926879 -1.638703 1.476247 -0.654 0.757 -0.107 0.0014
N 4.007810 -2.461634 1.608538 -0.421 -0.783 0.295 0.0004
C 5.275488 -1.873377 1.417366 0.597 0.460 -0.195 0.0000
C 6.468035 -2.484442 1.794057 -0.066 -0.162 0.137 0.0002
C 7.674317 -1.849331 1.559027 0.026 0.229 -0.091 -0.0002
C 7.713722 -0.597566 0.971848 0.139 0.034 0.018 0.0001
C 6.529834 0.025989 0.617857 0.028 -0.019 -0.004 -0.0001
C 5.322842 -0.607494 0.833666 -0.205 0.044 -0.069 0.0011
S 0.250121 -1.552317 1.714044 -0.764 0.295 0.110 0.0005
H 6.468306 -3.449426 2.266367 -0.018 0.049 -0.020 0.0000
H 8.592339 -2.344003 1.840629 0.032 -0.031 0.053 0.0000
H 8.655144 -0.101466 0.799691 0.146 0.030 -0.029 0.0000
H 6.550680 1.010137 0.168633 -0.038 0.014 -0.018 0.0000
H 4.397001 -0.128928 0.559619 -0.013 0.034 -0.028 -0.0004
```
Forces are in eV/Å.

Summary:
charge: +1
<S²>: 12.691
gap between HOMO and LUMO (spin up / spin down): 7.208 / 7.220 eV
DFT total energy: -104452.200 eV
HOMO (spin up / spin down): -9.30 / -9.30 eV
energy above the lowest of the compared OMol25 structures with the same formula, charge and spin: 0.0 kJ/mol
multiplicity: 7
maximum force: 1.200 eV/A


What is the DFT total energy in the second record? -104452.200 eV


Which of these has the lowest DFT total energy? C31H49N7O3S3Tb


Which value of DFT total energy does entry 1 give? -49496.984 eV


The lowest DFT total energy belongs to which entry? C31H49N7O3S3Tb